1.
DFT (wB97M-V/def2-TZVPD) results for a structure of composition C4H4CsO3.

The geometry in ORCA input format:
```
! wB97M-V def2-TZVPD RIJCOSX def2/J DEFGRID3
* xyz 0 2
C -1.426 1.179 0.897
Cs 0.540 4.349 1.512
C 0.746 -1.231 -2.025
H 1.476 -1.238 1.216
O -2.238 0.230 1.082
H 0.544 -0.209 -2.368
C 0.793 -1.507 -0.745
C 0.594 -1.153 0.571
O -1.817 2.334 0.601
O -0.126 0.948 0.947
H 1.081 -1.954 -2.775
H -0.169 -1.748 1.088
*
```

HOMO (alpha / beta) = -7.8766 / -7.4094 eV
LUMO (alpha / beta) = -1.1 / -1.1 eV


2.
DFT (wB97M-V/def2-TZVPD) results for a structure of composition C19H14F5N5O7PSeSr.

The geometry in ORCA input format:
```
! wB97M-V def2-TZVPD RIJCOSX def2/J DEFGRID3
* xyz -1 1
H 3.265 0.144 5.221
O 1.437 -1.495 1.623
C 0.059 6.580 -0.889
C 3.391 -0.207 4.183
H -1.631 -3.760 -0.192
C 1.457 6.470 -0.785
H -4.216 -0.694 -0.448
O 6.047 -2.496 4.268
Se -1.452 2.738 -0.449
O 0.577 1.475 2.818
F 2.230 7.554 -0.904
C -3.997 -3.864 -1.422
H -1.682 -3.217 -3.695
C -0.741 5.475 -0.747
C -4.547 -1.886 -2.722
C 1.230 4.116 -0.406
C 2.415 -0.719 2.044
N 5.103 -1.779 4.649
H 5.653 -1.512 1.926
F 1.730 2.871 -0.298
N -2.651 -3.933 -1.983
C 4.732 -1.133 2.323
F -2.061 5.654 -0.593
O 4.726 -0.351 -0.772
N 1.389 0.995 3.702
C 3.713 -0.283 -0.028
C -3.784 -1.708 -0.420
F 3.446 5.114 -0.587
C 2.338 0.026 3.301
O 1.372 1.417 4.844
O 2.582 0.166 -0.502
N -3.211 -1.921 -3.306
H -3.908 -2.139 0.613
C 3.751 -0.714 1.422
H -3.385 -3.882 -3.977
H -0.663 -3.249 -1.667
H -5.269 -2.437 -3.417
H -2.517 -0.010 -2.724
C -0.185 4.158 -0.530
C -2.250 -1.079 -2.667
N -4.605 -2.483 -1.356
C 2.061 5.252 -0.550
Sr 0.491 0.427 0.485
C -1.652 -3.268 -1.171
C 4.376 -0.992 3.632
C -2.710 -3.280 -3.314
H -1.254 -1.173 -3.186
H -4.847 -0.807 -2.650
O 4.601 -1.782 5.778
P -1.932 -1.487 -0.813
F -0.435 7.811 -1.234
H -3.939 -4.173 -0.420
H -4.649 -4.530 -2.011
*
```

HOMO = -5.2162 eV
LUMO = 1.2 eV


3.
DFT (wB97M-V/def2-TZVPD) results for a structure of composition C31H17Br4FeN8O2S2.

The geometry in ORCA input format:
```
! wB97M-V def2-TZVPD RIJCOSX def2/J DEFGRID3
* xyz 0 2
C -0.530 4.721 -4.401
H -0.846 3.628 2.701
C 1.786 -0.911 2.966
C -1.442 -5.284 -0.630
H -0.257 4.350 -6.496
C 3.058 -3.301 2.808
H 0.494 3.154 4.765
H -1.448 0.790 -3.431
O -0.976 -1.616 1.177
C -1.208 -2.785 0.588
C -4.429 0.746 -1.818
N 2.546 0.789 -2.869
Br -3.547 -2.927 2.110
H -3.848 1.147 -3.848
C 0.599 3.185 -2.917
C -3.984 0.385 -0.558
Br 1.017 -4.939 -2.129
H -4.689 0.248 0.252
Fe 0.571 -0.777 0.461
S 3.168 0.705 7.188
H -5.482 0.915 -1.998
C -2.413 -4.857 0.265
C 1.968 0.843 5.161
C -0.285 1.781 1.769
N 3.387 -0.588 6.252
C 0.794 2.927 -5.299
H 3.547 -4.258 2.696
C -2.287 -3.600 0.873
C 1.079 0.371 2.956
C 2.254 -2.821 1.771
H -2.296 -0.125 0.660
N 2.168 1.556 6.256
N 1.991 1.394 -3.928
C 2.670 -0.395 5.159
N 0.413 0.598 -2.018
C 0.447 2.452 3.943
H 0.847 2.880 -1.912
C -1.713 0.347 -1.349
H -0.840 1.962 0.858
H -0.587 4.831 -2.262
C 1.765 0.513 -1.840
H 1.194 2.392 -6.153
S 2.476 0.021 -0.341
C 1.145 1.244 4.027
C -0.367 -4.440 -0.946
C -0.279 2.714 2.807
N -0.311 0.196 -1.070
C -0.022 4.030 -5.490
N 1.634 -1.657 1.863
C 2.570 -1.311 4.031
C -2.632 0.184 -0.319
N 0.384 0.641 1.837
C -2.163 0.691 -2.628
C -0.267 -3.181 -0.380
O 0.694 -2.308 -0.666
C -0.206 4.293 -3.121
H 2.109 -3.362 0.844
Br -3.898 -5.946 0.680
Br -1.545 -6.992 -1.426
H -1.157 5.590 -4.547
H 2.514 1.209 -4.770
H 3.850 -2.876 4.761
C 3.224 -2.545 3.943
C -3.510 0.887 -2.854
C 1.105 2.492 -4.014
*
```

HOMO (alpha / beta) = -7.1179 / -7.0895 eV
LUMO (alpha / beta) = -1.3 / -1.4 eV


4.
DFT (wB97M-V/def2-TZVPD) results for a cluster of 2 separate species, C4H9N3 in total.

The geometry in ORCA input format:
```
! wB97M-V def2-TZVPD RIJCOSX def2/J DEFGRID3
* xyz 0 1
H -0.632 1.966 1.825
H -2.493 -0.247 0.282
H 2.447 -0.295 0.760
H -2.123 -1.546 -0.867
C -0.430 -0.282 -0.422
N -0.470 1.676 0.867
C 0.682 -1.196 -0.805
H -0.597 0.359 -1.300
H -1.016 2.105 0.121
H 2.530 0.213 -0.980
N 0.153 0.488 0.693
C 2.005 0.307 -0.030
C -1.736 -0.975 -0.020
N 1.069 -2.269 -1.098
H -1.566 -1.670 0.805
H 2.178 1.367 0.168
*
```

HOMO (alpha / beta) = -8.3603 / -8.3582 eV
LUMO (alpha / beta) = 0.1 / 0.1 eV


5.
DFT (wB97M-V/def2-TZVPD) results for an isolated molecule of CH2N2OS2.

The geometry in ORCA input format:
```
! wB97M-V def2-TZVPD RIJCOSX def2/J DEFGRID3
* xyz 0 1
S -0.173 -1.348 -0.684
N 1.038 -0.173 -1.005
H 0.683 0.846 -0.719
C -1.480 1.280 1.420
H 1.893 -0.122 -1.529
N -0.694 2.177 1.215
S -1.423 -0.254 1.034
O 0.156 -2.406 0.269
*
```

HOMO (alpha / beta) = -9.5219 / -9.5251 eV
LUMO (alpha / beta) = -2.0 / -2.0 eV


6.
DFT (wB97M-V/def2-TZVPD) results for a structure of composition C35H23BrF4N4OPS2W.

The geometry in ORCA input format:
```
! wB97M-V def2-TZVPD RIJCOSX def2/J DEFGRID3
* xyz 1 3
H 1.861 4.113 -2.624
H 0.372 3.560 -0.444
H 1.573 3.068 4.870
C 3.983 -2.454 0.529
C 0.313 -3.339 -2.600
F 1.899 -1.165 4.548
C -0.182 -1.316 3.439
C -3.098 3.380 -5.581
H 4.997 -2.275 0.268
C 2.271 1.516 1.498
F -1.749 -2.995 6.841
W -0.974 0.310 -0.429
C 1.417 3.178 -2.387
H -1.426 0.331 -3.651
C -3.511 0.934 0.720
H 2.616 -1.034 -3.782
F 0.587 -1.780 7.055
C -2.955 1.902 -2.136
H 4.485 -4.589 0.531
C 1.830 -1.870 1.449
C 1.734 2.641 3.907
H 1.753 -3.427 -4.141
N -3.319 0.179 -0.413
C 1.103 0.780 -2.244
C -2.701 2.023 -3.503
C 0.943 1.574 3.494
C 1.290 -2.773 -3.402
S -2.074 1.349 1.541
H 2.368 1.114 0.469
H -4.741 1.474 2.146
C 1.284 0.937 2.338
C 3.017 -1.456 0.916
H 2.067 -5.256 0.945
C 0.922 -0.625 -2.498
H 3.291 -0.449 0.887
C 2.752 3.175 3.158
C 0.040 -1.844 5.836
C -1.976 -2.462 4.573
P 0.448 -0.647 1.886
C 2.389 -4.220 1.115
F -3.294 -2.819 4.780
C -2.212 2.602 -6.201
H -0.815 1.030 -6.122
C 3.700 -3.825 0.711
N -2.515 0.831 -1.386
S 1.678 1.888 -3.523
H -3.697 2.524 -1.655
C -1.183 -2.536 5.683
H 3.846 2.863 1.334
C -1.555 1.525 -5.592
C -3.388 3.220 -4.186
C -1.835 1.219 -4.217
C 0.312 1.489 -1.272
N -4.741 0.862 1.345
C -1.447 -1.892 3.401
H 0.131 1.194 4.146
H 0.530 -3.569 1.973
H -5.554 0.772 0.749
Br -2.450 -2.145 1.815
C 3.054 2.557 1.932
O -4.189 3.936 -3.547
C 0.575 -1.377 4.621
C 1.501 -3.246 1.574
N -0.065 -1.214 -1.620
C 1.709 -1.468 -3.272
H 3.351 4.019 3.528
H -1.263 -2.878 -1.172
C -0.396 -2.518 -1.705
H -3.542 4.272 -6.034
H 0.152 -4.406 -2.643
H -1.967 2.659 -7.295
C 0.670 2.868 -1.271
*
```

HOMO (alpha / beta) = -9.9311 / -10.4466 eV
LUMO (alpha / beta) = -4.3 / -4.1 eV


7.
DFT (wB97M-V/def2-TZVPD) results for an isolated molecule of C3H8N2O2.

The geometry in ORCA input format:
```
! wB97M-V def2-TZVPD RIJCOSX def2/J DEFGRID3
* xyz 0 1
H 0.211 2.712 1.024
H -0.932 -2.329 -0.269
H 1.544 -0.271 -1.342
H 2.719 -0.822 -0.301
H -1.479 2.054 0.646
N 2.231 0.007 -0.640
O -1.814 0.087 -0.831
H -1.705 0.382 -1.746
H -1.314 -1.410 1.207
H 0.379 -1.784 0.809
C -0.416 1.910 0.685
O 1.514 0.542 0.468
C -0.594 -1.532 0.393
N -0.466 -0.313 -0.391
C 0.122 0.768 0.289
*
```

HOMO = -8.6786 eV
structure (SMILES) = C=C(ON)N(C)O
LUMO = 0.8 eV


8.
DFT (wB97M-V/def2-TZVPD) results for a cluster of 2 separate species, C2H3Cl2PS in total.

The geometry in ORCA input format:
```
! wB97M-V def2-TZVPD RIJCOSX def2/J DEFGRID3
* xyz 0 1
H 2.003 0.403 0.219
H -0.565 1.829 -0.827
H 1.520 0.104 -1.479
Cl -2.718 -1.756 -0.625
S -0.737 -1.929 2.017
C 0.257 1.411 -0.232
P -0.854 -2.167 0.083
Cl -0.130 1.525 1.433
C 1.225 0.579 -0.589
*
```

HOMO = -9.5362 eV
structure (SMILES) = C=CCl.S=PCl
LUMO = -1.5 eV


9.
DFT (wB97M-V/def2-TZVPD) results for a cluster of 2 separate species, C3H10NS in total.

The geometry in ORCA input format:
```
! wB97M-V def2-TZVPD RIJCOSX def2/J DEFGRID3
* xyz -1 1
H 1.511 1.460 -1.367
H 0.562 -0.244 0.115
C 1.580 1.444 -0.270
H 3.390 -0.284 -0.641
H 2.475 1.961 0.064
H 2.664 -1.695 0.074
H 1.989 -1.144 -1.430
N 1.532 0.082 0.259
H -3.401 0.450 -0.604
H 0.684 1.959 0.074
C 2.436 -0.790 -0.500
H -2.561 -0.993 -1.330
S -1.690 -0.360 0.889
H -1.854 0.572 -1.400
C -2.458 -0.077 -0.730
*
```

HOMO = -2.3146 eV
LUMO = 4.0 eV


10.
DFT (wB97M-V/def2-TZVPD) results for a structure of composition C50H51N5O5SSn.

The geometry in ORCA input format:
```
! wB97M-V def2-TZVPD RIJCOSX def2/J DEFGRID3
* xyz 2 1
C -0.411 1.314 -4.915
C 0.603 2.327 6.288
N -0.012 -1.983 -1.231
O 5.166 -0.082 1.770
C 6.195 1.842 2.797
H 6.026 0.366 4.997
C 0.438 3.504 1.675
C -0.006 0.166 -5.548
H 4.122 0.645 0.189
C -3.099 1.035 2.378
H 1.575 -5.094 -2.544
H -4.083 4.847 -4.134
C 3.934 -2.792 -3.033
C 1.802 1.402 2.241
H -0.001 -2.890 0.579
C -5.428 4.620 -0.983
H 0.936 -2.248 -6.416
C 5.813 -0.247 4.122
C 3.338 1.297 2.103
H -0.625 2.214 -5.475
C 1.396 1.691 3.687
C 2.042 -3.337 3.862
H 2.832 3.271 3.925
H 3.614 -3.716 0.143
H -0.812 2.201 -2.982
C 3.253 -1.691 -0.442
C -5.220 0.621 3.494
H -5.050 2.775 0.028
H 1.418 3.224 -2.045
S -3.419 1.134 -1.342
C 0.431 -2.009 -2.571
C 2.029 2.713 4.389
C 1.080 -3.088 -3.119
H -5.772 5.974 -2.614
C 3.319 -3.746 -2.058
H 0.172 3.609 2.717
O 1.700 -0.449 0.735
H -6.139 0.213 3.080
C 0.359 0.996 4.299
C 3.060 -3.190 -0.624
H -5.107 0.263 4.518
O -2.120 0.736 1.679
H -0.653 5.252 1.104
H -0.835 0.756 6.062
H 6.729 -0.733 3.791
H -0.038 5.087 -1.288
H 3.641 0.144 -1.403
H 5.082 -2.602 1.623
Sn -0.885 0.127 -0.358
C 0.307 -0.976 -4.788
H 2.146 3.816 6.216
H -3.184 2.040 2.812
C -0.032 1.311 5.593
H 1.182 -3.539 4.488
H -4.801 -1.752 2.667
C 1.266 2.463 1.269
H -5.297 1.707 3.514
H -4.895 5.397 -0.430
C 1.950 -2.373 2.865
H 1.689 -4.068 -4.934
H 5.236 -4.316 3.365
N -0.297 0.241 -2.782
C 1.778 -4.071 -2.230
H 3.889 -4.674 -2.037
C 3.004 -1.039 0.943
H -3.051 2.889 -3.400
N -3.589 3.398 -2.724
C -4.066 -1.149 2.144
H 2.266 1.592 -0.433
C 1.572 -3.775 -0.714
N -4.090 0.211 2.669
C 1.585 2.364 -0.091
C 4.310 -3.770 3.235
C 1.106 3.293 -1.011
C 0.300 4.337 -0.585
H 4.354 -0.795 -3.531
H 5.076 -0.999 4.388
C -0.033 4.434 0.758
H 0.092 0.129 -6.626
H -6.442 4.563 -0.591
N -4.777 3.326 -0.767
H 4.330 -3.199 -3.956
C -0.530 1.306 -3.522
H 3.297 -4.776 4.839
C 1.638 3.025 5.680
H -4.291 -1.147 1.075
C 5.286 0.638 3.015
H -3.369 5.485 -2.650
C 1.226 -3.180 -4.521
O 1.151 0.163 1.910
H -3.076 -1.583 2.284
C 0.822 -2.170 -5.342
H 3.684 2.265 1.720
H 1.497 -4.666 -0.096
C 3.567 -0.934 -1.499
C 3.045 -2.075 2.062
H 5.903 2.409 1.912
C 3.222 -4.035 4.054
C 4.225 -2.799 2.251
O 3.965 1.021 3.327
C -3.953 2.737 -1.627
H 7.218 1.497 2.656
H -6.160 4.287 -2.977
H 0.293 2.581 7.293
H -0.147 0.206 3.765
C 3.963 -1.485 -2.793
C -4.064 4.744 -3.051
C 0.448 -2.850 -0.411
H 6.152 2.490 3.672
H 1.013 -1.854 2.732
C 3.935 0.208 1.170
C -5.453 4.944 -2.468
C 0.119 -0.896 -3.388
*
```

HOMO = -12.8430 eV
LUMO = -5.5 eV


11.
DFT (wB97M-V/def2-TZVPD) results for a structure of composition C24H15Cl2F8N3O3PdSb.

The geometry in ORCA input format:
```
! wB97M-V def2-TZVPD RIJCOSX def2/J DEFGRID3
* xyz 2 2
F -0.428 -2.249 -0.245
C -5.535 -1.129 -2.850
H 5.598 -0.177 -2.380
Sb -2.188 -2.245 0.610
Pd 0.222 -0.095 -0.319
H 1.436 -0.477 7.703
C -1.248 -0.586 -3.513
H 2.433 -1.633 1.300
N 1.145 -0.348 6.747
F 4.478 -2.498 -2.095
C 3.893 -1.348 -1.794
H 0.022 0.995 4.641
C 1.926 -1.072 2.072
N 0.939 -0.256 1.681
C 4.590 -0.172 -1.990
C 0.572 0.382 3.941
C 0.034 4.223 -0.260
H 0.160 -0.383 6.552
C -4.846 -0.319 -1.986
C -3.446 -1.413 -4.214
O -0.513 -0.310 -2.599
C 0.274 0.459 2.595
F -3.887 -1.901 1.285
H -0.519 1.101 2.234
Cl -5.527 0.310 -0.619
C -2.733 -0.646 -3.383
H -2.995 -1.935 -5.049
C 2.286 -1.190 3.396
C 2.594 -1.382 -1.290
C 3.957 1.016 -1.680
N 0.597 1.938 -0.507
C 2.071 -0.576 5.787
F -1.884 -0.303 0.461
H 2.084 -2.327 -1.148
F 4.620 2.153 -1.883
O -2.937 1.065 -1.762
C 1.329 4.569 -0.618
F -2.897 -2.074 -1.158
O 3.235 -0.825 5.997
H -0.707 4.971 -0.020
H -6.571 -1.387 -2.675
C 1.860 2.254 -0.870
H -1.292 2.545 0.049
C 2.658 1.069 -1.177
H 3.103 -1.832 3.695
H 3.261 3.839 -1.213
H -0.844 -0.859 -4.499
C 1.597 -0.459 4.353
C 2.252 3.583 -0.930
C 2.037 -0.166 -0.998
C -3.419 0.111 -2.300
H 1.623 5.609 -0.657
C -4.863 -1.635 -3.961
C -0.297 2.885 -0.215
Cl -5.680 -2.608 -5.035
F -2.288 -4.087 0.528
F -1.339 -2.177 2.266
*
```

HOMO (alpha / beta) = -14.3290 / -14.3246 eV
LUMO (alpha / beta) = -9.5 / -9.5 eV


What is the formula in the fifth record?
CH2N2OS2